(1)
8
Properties=species:S:1:pos:R:3:mulliken_charge:R:1 method="wB97M-V/def2-TZVPD" total_charge=+1 gap_ev="8.88 / 7.78" e_lumo_ha="-0.297 / -0.306"
C 1.296 1.073 -1.004 0.1784
C -0.587 -1.768 0.291 -0.0109
C -0.498 0.690 0.752 -0.3811
N -0.753 -2.852 0.044 -0.0797
N 0.416 0.828 -0.241 0.0457
H 1.856 1.040 -1.962 0.4173
H -1.537 0.804 0.464 0.3914
H -0.192 0.186 1.657 0.4389

(2)
8
Properties=species:S:1:pos:R:3:mulliken_charge:R:1 method="wB97M-V/def2-TZVPD" total_charge=+1 gap_ev="7.60 / 7.92" e_lumo_ha="-0.227 / -0.249" multiplicity=3
C 0.206 -0.005 1.268 -0.4205
C -0.100 1.016 0.444 0.5899
C 0.112 -0.743 -0.528 -0.2138
N 0.206 -1.178 0.682 0.0942
N -0.503 1.750 -0.353 -0.0701
H 0.426 -1.035 -1.458 0.4100
H 0.323 -2.089 1.132 0.2709
H -0.670 2.283 -1.186 0.3395

(3)
13
Properties=species:S:1:pos:R:3:mulliken_charge:R:1 method="wB97M-V/def2-TZVPD" total_charge=-1 gap_ev="6.23 / 6.22" e_lumo_ha="0.092 / 0.092"
C -1.185 -0.309 1.912 -0.2553
C -0.376 -1.068 0.053 0.3661
C -1.018 -2.385 0.423 -0.5836
N -0.419 0.014 0.966 -0.2225
N 0.783 1.808 -0.996 -0.6276
O 2.786 0.630 -0.171 -0.6342
O 1.994 0.064 -2.503 -0.6443
S -1.512 -1.453 -1.191 -0.1749
S -1.866 -1.927 1.860 -0.1135
S 1.716 0.308 -1.085 0.8706
H -1.372 0.481 2.601 0.4182
H 0.154 2.043 -1.760 0.2439
H 0.316 1.796 -0.110 0.3570

(4)
10
Properties=species:S:1:pos:R:3:mulliken_charge:R:1 method="wB97M-V/def2-TZVPD" total_charge=+1 gap_ev="9.05 / 8.04" e_lumo_ha="-0.242 / -0.250" smiles="[O-]S[N+]1=CC[N+]#C1"
C -0.267 0.047 0.476 0.1005
C 0.167 -0.309 -1.638 0.2547
C -0.223 -1.395 0.213 -0.5040
N 0.079 0.737 -0.570 -0.0736
N 0.055 -1.454 -1.147 -0.2828
O 1.343 2.850 0.454 -0.1939
S 0.162 2.642 -0.208 0.5571
H -0.561 0.635 1.381 0.4281
H 0.414 -1.962 0.765 0.3827
H -1.169 -1.793 0.273 0.3310

Record order is preserved below.
Energy relative to the best compared isomer or geometry (same formula, charge and spin): 107.2 76.4 77.6 131.8 kcal/mol